one.
A 2-piece molecular cluster, C5H11NO3 overall. Source: OMol25; level of theory: ωB97M-V/def2-TZVPD.

Atoms and positions in Å:
C1 -1.599 -0.693 2.096
C2 -1.326 -1.123 0.881
C3 -0.258 -0.667 -0.045
C4 -0.679 0.357 -1.113
N1 -0.557 1.771 -0.845
C5 0.103 0.090 -2.376
O1 -0.187 -0.678 -3.237
O2 1.343 0.672 -2.194
H1 -1.032 -0.021 2.723
H2 -2.320 -1.182 2.790
H3 -1.931 -1.774 0.286
H4 0.535 -0.131 0.529
H5 0.233 -1.536 -0.542
H6 -1.759 0.176 -1.255
H7 0.367 2.142 -0.632
H8 -1.100 2.129 -0.065
H9 2.095 0.282 -2.655
O3 2.583 0.364 2.107
H10 2.143 -0.488 2.044
H11 3.345 0.311 1.506

The calculation puts the HOMO-LUMO gap at 0.357 hartree. As for the SMILES: C=CC[C@@H](N)C(=O)O.O. The calculation puts the HOMO energy at -9.307 eV.

two.
C5H11NO3 as an isolated structure. Source: OMol25; level of theory: ωB97M-V/def2-TZVPD.

Atoms and positions in Å:
C1 -1.924 0.757 0.888
C2 -0.778 1.103 -0.045
O1 -1.260 1.117 -1.340
O2 -0.044 2.126 0.257
H1 -0.608 1.633 -1.843
H2 -2.597 1.615 0.918
H3 -1.538 0.570 1.889
H4 -2.484 -0.103 0.515
C3 1.108 -0.702 -1.377
C4 -0.041 -1.699 0.647
C5 0.551 -0.449 0.010
O3 2.438 0.755 0.380
N1 1.298 0.276 0.910
H5 2.760 1.390 1.044
H6 1.732 -1.599 -1.397
H7 0.277 -0.878 -2.062
H8 -0.903 -2.019 0.058
H9 -0.356 -1.511 1.674
H10 0.693 -2.508 0.669
H11 1.676 0.126 -1.796

The calculation puts the HOMO-LUMO gap (spin up / spin down) at 0.297 / 0.297 hartree. The calculation puts the HOMO energy (spin up / spin down) at -8.690 / -8.690 eV.

Relative energies, unit kJ/mol: one 0.0; two 280.2

one.
A 2-piece molecular cluster, C9H11O3 overall. Source: OMol25; level of theory: ωB97M-V/def2-TZVPD.

Atoms and positions in Å:
C1 -1.364 0.060 -3.673
C2 -0.224 -1.299 0.244
C3 0.604 -0.419 -0.425
C4 -1.329 -1.937 -0.527
C5 -0.008 0.152 -1.592
C6 -1.815 -1.434 -1.703
C7 -0.991 -0.451 -2.339
O1 0.064 -1.523 1.450
H1 2.328 0.178 1.751
H2 1.448 -0.072 0.024
H3 -2.016 -2.711 0.026
H4 0.585 0.953 -2.117
H5 -2.647 -1.758 -2.138
H6 -0.620 -0.063 -4.444
H7 -1.787 1.026 -3.519
H8 -2.091 -0.581 -4.170
C8 0.691 1.410 3.415
C9 2.290 1.376 3.317
O2 3.106 1.877 4.040
O3 2.876 0.735 2.282
H9 0.457 1.607 4.505
H10 0.009 0.588 3.028
H11 0.433 2.284 2.566

As for the net charge: -1. The calculation puts the HOMO-LUMO gap at 0.235 hartree. The calculation puts the HOMO energy at -2.877 eV.

two.
A 2-piece molecular cluster, C9H11O3 overall. Source: OMol25; level of theory: ωB97M-V/def2-TZVPD.

Atoms and positions in Å:
C1 -3.211 -3.138 0.082
C2 -2.358 -2.169 0.975
O1 -1.213 -2.579 1.261
O2 -2.887 -1.054 1.159
H1 -3.485 -3.911 0.816
H2 -2.760 -3.651 -0.770
H3 -4.152 -2.642 -0.166
C3 2.099 2.343 -2.247
C4 0.050 0.065 0.005
C5 0.572 0.277 1.260
C6 0.556 0.717 -1.104
C7 1.417 1.810 -1.024
C8 1.505 1.339 1.383
C9 1.964 1.962 0.252
O3 0.051 -0.287 2.364
H4 -0.671 -0.734 -0.139
H5 0.220 0.330 -2.065
H6 1.961 1.500 2.355
H7 0.709 -0.235 3.065
H8 2.026 1.622 -3.063
H9 3.168 2.480 -2.095
H10 2.777 2.690 0.341
H11 1.662 3.265 -2.646

As for the net charge: -1. The calculation puts the HOMO-LUMO gap at 0.261 hartree. The calculation puts the HOMO energy at -3.829 eV.

Relative energies, unit kJ/mol: one 130.9; two 0.0

one.
A 2-piece molecular cluster, C9H11O3 overall. Source: OMol25; level of theory: ωB97M-V/def2-TZVPD.

Atoms and positions in Å:
C1 -0.125 -3.091 -3.185
C2 -1.247 -2.831 -2.155
O1 -0.871 -2.252 -1.100
O2 -2.391 -3.216 -2.460
H1 -0.384 -2.668 -4.165
H2 0.031 -4.158 -3.371
H3 0.793 -2.594 -2.853
C3 -1.030 0.794 3.265
C4 0.466 0.412 -0.206
C5 1.130 1.625 -0.329
C6 -0.175 0.128 0.985
C7 -0.209 1.059 2.021
C8 1.137 2.571 0.685
C9 0.486 2.241 1.871
O3 1.760 1.858 -1.536
H4 0.481 -0.328 -0.990
H5 -0.672 -0.830 1.062
H6 1.654 3.503 0.513
H7 2.385 2.592 -1.419
H8 -1.993 1.315 3.176
H9 -0.568 1.217 4.151
H10 0.557 2.936 2.709
H11 -1.216 -0.282 3.332

As for the net charge: -1. The calculation puts the HOMO-LUMO gap at 0.258 hartree. The calculation puts the HOMO energy at -4.039 eV.

two.
A 2-piece molecular cluster, C9H11O3 overall. Source: OMol25; level of theory: ωB97M-V/def2-TZVPD.

Atoms and positions in Å:
C1 -1.254 0.195 4.969
C2 -0.326 1.012 4.070
O1 -0.940 2.019 3.569
O2 0.880 0.770 3.885
H1 -1.952 -0.488 4.499
H2 -1.863 0.981 5.421
H3 -0.720 -0.331 5.768
C3 -1.657 -0.695 -3.311
C4 1.946 -0.972 -2.075
C5 1.939 -0.001 -1.087
C6 0.731 -1.254 -2.762
C7 -0.358 -0.409 -2.612
C8 0.782 0.716 -0.816
C9 -0.372 0.495 -1.529
O3 3.144 0.399 -0.563
H4 2.868 -1.374 -2.467
H5 0.734 -2.162 -3.352
H6 0.749 1.561 -0.135
H7 2.962 0.827 0.277
H8 -1.590 -1.090 -4.327
H9 -2.188 0.236 -3.547
H10 -1.341 0.904 -1.273
H11 -2.174 -1.341 -2.602

As for the net charge: -1. The calculation puts the HOMO-LUMO gap at 0.247 hartree. The calculation puts the HOMO energy at -3.660 eV.

Relative energies, unit kJ/mol: one 0.0; two 77.1

one.
C5H9N as an isolated structure. Source: OMol25; level of theory: ωB97M-V/def2-TZVPD.

Atoms and positions in Å:
N1 -2.252 0.555 -0.677
C1 -1.032 -0.041 0.021
C2 -1.194 -1.203 0.730
C3 2.822 -0.037 -0.107
C4 1.478 0.298 0.421
C5 0.196 0.446 -0.396
H1 -2.219 1.540 -0.920
H2 -3.222 0.334 -0.387
H3 -2.080 -1.726 0.548
H4 -0.262 -1.810 0.997
H5 3.415 0.820 -0.202
H6 3.350 -0.786 0.282
H7 1.688 -0.725 0.359
H8 1.043 0.825 1.342
H9 0.432 0.867 -1.286

As for the spin multiplicity: 2. As for the net charge: +1. The calculation puts the HOMO-LUMO gap (spin up / spin down) at 0.254 / 0.257 hartree. The calculation puts the HOMO energy (spin up / spin down) at -13.838 / -13.890 eV.

two.
An isolated ion of composition C5H9N and charge +1. Source: OMol25; level of theory: ωB97M-V/def2-TZVPD.

Atoms and positions in Å:
C1 -2.230 0.073 0.585
N1 -0.837 0.297 0.765
C2 -0.070 0.072 -0.296
C3 -0.387 -0.372 -1.613
C4 2.124 0.098 0.894
C5 1.327 0.189 -0.340
H1 -2.621 0.185 -0.431
H2 -2.813 0.743 1.218
H3 -2.523 -0.900 1.003
H4 3.098 -0.367 0.760
H5 -0.961 -1.282 -1.783
H6 0.207 -0.106 -2.482
H7 2.337 1.114 1.250
H8 1.579 -0.448 1.655
H9 1.772 0.702 -1.185

As for the spin multiplicity: 2. As for the net charge: +1. The calculation puts the HOMO-LUMO gap (spin up / spin down) at 0.278 / 0.299 hartree. The calculation puts the HOMO energy (spin up / spin down) at -14.345 / -15.158 eV.

Relative energies, unit kJ/mol: one 356.3; two 0.0

one.
A 2-piece molecular cluster, C3H9BO2S overall. Source: OMol25; level of theory: ωB97M-V/def2-TZVPD.

Atoms and positions in Å:
B1 -0.623 0.142 -1.705
C1 1.514 0.150 1.972
C2 0.569 -0.289 -0.848
C3 0.105 0.183 1.178
O1 -1.834 -0.466 -1.339
O2 -0.252 1.012 -2.689
S1 -1.008 -1.007 1.956
H1 1.617 -0.950 1.834
H2 2.235 0.616 1.380
H3 1.307 0.462 2.998
H4 0.766 -1.400 -0.779
H5 1.424 0.384 -0.821
H6 -0.490 1.032 0.917
H7 -2.608 -0.339 -1.835
H8 -0.770 1.503 -3.340
H9 -1.952 -1.036 1.121

The calculation puts the HOMO-LUMO gap at 0.302 hartree. The calculation puts the HOMO energy at -7.999 eV.

two.
A 2-piece molecular cluster, C3H9BO2S overall. Source: OMol25; level of theory: ωB97M-V/def2-TZVPD.

Atoms and positions in Å:
B1 0.606 0.183 -1.845
C1 -1.471 -1.154 1.776
C2 0.815 1.397 -0.859
C3 0.139 0.814 2.329
O1 1.124 0.123 -3.083
O2 -0.180 -0.825 -1.384
S1 0.066 -0.730 2.702
H1 -2.374 -0.723 2.217
H2 -1.474 -2.241 2.026
H3 -1.450 -0.920 0.732
H4 1.041 2.395 -1.306
H5 -0.124 1.443 -0.309
H6 1.733 1.259 -0.204
H7 0.948 1.178 2.959
H8 1.006 -0.705 -3.704
H9 -0.404 -1.493 -2.047

The calculation puts the HOMO-LUMO gap at 0.317 hartree. The calculation puts the HOMO energy at -8.411 eV.

Relative energies, unit kJ/mol: one 0.0; two 57.3

one.
An isolated ion of composition C3H8NO and charge +1. Source: OMol25; level of theory: ωB97M-V/def2-TZVPD.

Atoms and positions in Å:
C1 2.154 -0.211 0.281
C2 1.080 0.155 -0.359
N1 -0.154 -0.609 -0.418
C3 -1.282 0.309 0.118
O1 -2.529 -0.160 -0.005
H1 3.041 0.417 0.460
H2 2.246 -1.131 0.792
H3 0.933 1.077 -0.896
H4 -0.422 -1.109 -1.340
H5 -0.190 -1.384 0.180
H6 -0.886 0.321 1.073
H7 -1.136 1.417 -0.300
H8 -2.960 -0.712 0.662

As for the net charge: +1. The calculation puts the HOMO-LUMO gap at 0.450 hartree. As for the SMILES: C=C[NH2+]CO. The calculation puts the HOMO energy at -15.760 eV.

two.
A 2-piece molecular cluster, C3H8NO overall. Source: OMol25; level of theory: ωB97M-V/def2-TZVPD.

Atoms and positions in Å:
C1 0.923 2.067 -0.368
C2 -1.450 -2.848 0.451
C3 0.909 0.562 -0.291
N1 -1.903 -2.045 -0.281
O1 -0.315 0.107 0.292
H1 1.655 2.406 -1.128
H2 -0.024 2.604 -0.354
H3 1.355 2.639 0.552
H4 -0.987 0.842 0.213
H5 -2.150 -3.636 0.731
H6 -0.540 -2.873 0.962
H7 1.663 0.203 0.460
H8 0.863 -0.029 -1.239

As for the net charge: +1. The calculation puts the HOMO-LUMO gap (spin up / spin down) at 0.188 / 0.268 hartree. The calculation puts the HOMO energy (spin up / spin down) at -14.371 / -15.240 eV.

three.
A 2-piece molecular cluster, C3H8NO overall. Source: OMol25; level of theory: ωB97M-V/def2-TZVPD.

Atoms and positions in Å:
C1 -1.135 -0.018 -0.313
C2 -2.075 0.961 -0.052
C3 0.977 1.214 -0.480
N1 0.267 0.170 -0.500
H1 -1.459 -0.974 -0.659
H2 -1.689 2.016 0.153
H3 -3.146 0.846 0.102
H4 1.955 1.034 -0.171
H5 0.420 2.169 -0.585
H6 0.717 -0.615 -0.033
H7 1.217 -2.177 1.447
H8 2.458 -2.351 0.556
O1 1.493 -2.277 0.538

As for the net charge: +1. The calculation puts the HOMO-LUMO gap at 0.345 hartree. The calculation puts the HOMO energy at -15.069 eV.

four.
A 2-piece molecular cluster, C3H8NO overall. Source: OMol25; level of theory: ωB97M-V/def2-TZVPD.

Atoms and positions in Å:
C1 1.055 -1.974 -1.866
N1 1.185 -1.323 -0.757
H1 0.162 -2.401 -2.441
H2 1.960 -2.329 -2.421
H3 2.109 -1.097 -0.473
H4 0.405 -1.110 -0.098
C2 -1.261 1.819 0.011
C3 -0.440 1.439 0.975
O1 -0.572 0.292 1.717
H5 -1.073 2.670 -0.515
H6 -2.285 1.426 -0.170
H7 0.492 1.935 1.357
H8 -1.616 0.124 1.608

As for the net charge: +1. The calculation puts the HOMO-LUMO gap at 0.256 hartree. The calculation puts the HOMO energy at -12.840 eV.

Relative energies, unit kJ/mol: one 0.0; two 387.4; three 6.2; four 57.8